# C16H35AgBr6O10P2

C16H35AgBr6O10P2 as an isolated structure at a distorted geometry (ωB97M-V/def2-TZVPD, the OMol25 dataset).

Calculated values
Kohn-Sham gap (spin up / spin down) (eV): 5.00 / 5.01
Expectation value of S²: 0.759
HOMO energy (spin up / spin down) (eV): -11.8 / -11.8

```
! RIJCOSX wB97M-V def2-TZVPD def2/J DEFGRID3
* xyz 1 2
H -3.237 -2.088 -7.109
Ag -0.731 -1.426 1.678
H -0.658 3.547 6.322
Br 7.195 4.738 -2.916
H 4.731 3.978 -3.092
C -0.662 -6.771 -5.934
H 4.661 5.068 4.001
H -3.617 -9.047 -3.044
C -2.958 -6.980 -3.212
C -7.839 3.128 -2.062
C 5.394 4.562 -3.730
O -2.126 -4.003 -5.593
H 0.772 -5.891 -7.392
O -3.041 -5.880 -4.152
O 1.371 1.436 5.536
H -4.463 -8.299 -4.258
Br 4.551 6.376 -3.956
H -0.678 3.668 -3.004
H -0.643 -2.484 -5.606
O 2.749 3.575 6.408
H 5.199 2.167 8.826
H 0.784 -7.621 -7.342
C -3.463 -8.302 -3.825
C -1.722 -2.629 -5.645
Br -7.412 5.116 -2.382
H 6.203 1.355 7.770
O -1.412 -4.053 -3.138
H -2.260 -2.084 -4.869
H -1.559 5.133 8.369
C -2.161 -2.044 -6.942
H -1.722 -2.459 -7.849
H -0.939 -7.747 -5.537
H -1.460 -6.455 -6.606
C -1.044 4.176 8.451
C -0.176 3.807 7.264
O -0.581 -5.925 -4.791
Br -7.361 2.017 -3.653
H -1.865 -0.996 -6.967
H -3.595 -6.664 -2.386
C 0.639 -6.738 -6.719
H -2.807 -8.815 -4.528
P 1.851 2.221 6.690
H 5.217 2.741 7.133
H -0.222 4.207 9.166
H -2.006 -7.122 -2.699
C 5.239 1.863 7.780
H 4.731 5.320 5.776
H 2.973 3.345 4.279
C -1.126 2.855 -1.104
O 2.722 1.341 7.757
C 4.056 0.928 7.373
H -2.358 3.866 -2.434
Br -9.715 2.827 -1.415
H 2.482 4.888 4.799
H 1.481 -6.689 -6.029
H 0.518 4.629 7.089
Br 5.489 3.629 -5.544
H -7.156 2.848 -1.260
H -1.095 4.876 -1.686
P -1.764 -4.901 -4.302
C -1.307 3.911 -2.148
C 3.092 4.039 5.110
C 4.533 4.603 4.979
O -2.098 2.496 -0.411
O -0.008 2.274 -0.936
H 4.159 0.668 6.320
H 4.146 -0.003 7.932
H -1.778 3.402 8.680
O 0.664 2.721 7.619
H 5.228 3.773 5.099
*
```

=====

# C16H35BN3O5

An isolated ion of composition C16H35BN3O5 and charge +1 at a distorted geometry (ωB97M-V/def2-TZVPD, the OMol25 dataset).

Calculated values
Energy relative to the best compared isomer or geometry (same formula, charge and spin) (kcal per mole): 0.0
Kohn-Sham gap (eV): 8.59
HOMO energy (eV): -11.4

```
! RIJCOSX wB97M-V def2-TZVPD def2/J DEFGRID3
* xyz 1 1
C 1.174 0.192 -2.882
H -2.660 2.467 -2.120
H 1.698 1.947 -4.073
C 0.250 -0.020 4.280
H 4.766 -0.988 3.661
H 2.092 -0.355 -2.716
H -0.590 2.444 -1.588
O 3.150 -0.128 0.886
H -0.272 -1.362 2.631
O -1.565 -0.576 0.391
H -3.680 3.045 0.853
H 2.312 -0.687 -5.101
O -4.077 2.865 -0.013
C -2.219 -3.016 -1.356
N 2.420 0.320 -5.055
C 1.372 0.925 -4.245
C 4.617 -0.956 2.589
H -0.141 -0.353 5.235
C -0.449 1.626 0.233
H -3.077 -3.131 0.497
C 0.979 1.108 -1.681
H -0.647 -1.183 -1.302
H 1.856 0.981 2.692
C -2.884 1.457 -1.775
H 1.501 2.035 -1.891
H -4.051 0.689 1.228
H -1.603 -0.821 3.606
N -0.427 1.492 -1.260
H 3.401 0.805 0.962
H -1.222 2.323 0.535
C -2.451 -3.610 -0.233
C -0.676 -0.494 3.143
H 4.923 -1.876 2.105
H 3.331 0.516 -4.659
H -3.585 -1.481 -0.942
H -2.803 -1.348 -2.579
H 0.403 -0.556 -3.033
H 2.621 -1.632 2.104
H 1.595 -1.514 3.981
O -0.980 0.580 2.236
H 3.208 0.748 3.761
B -3.738 1.579 -0.440
C -0.608 0.292 0.937
H -2.013 -4.568 -0.009
C 3.155 -0.695 2.212
H -1.428 0.394 -2.785
N 1.618 -0.523 4.182
C -1.572 -0.668 -1.010
C -2.680 -1.582 -1.524
H -1.742 -3.484 -2.201
C 2.434 0.214 3.209
H -3.513 1.028 -2.549
H 0.476 2.065 0.579
H 0.244 1.062 4.309
H 0.449 0.923 -4.817
H 0.359 -0.226 0.972
H 1.512 0.684 -0.842
C -1.556 0.667 -1.748
H 5.196 -0.161 2.135
O -4.200 0.523 0.284
*
```

=====

# C16H35Br2Cl12NNb

C16H35Br2Cl12NNb as an isolated structure at a distorted geometry (ωB97M-V/def2-TZVPD, the OMol25 dataset).

Calculated values
Kohn-Sham gap (eV): 6.36
HOMO energy (eV): -4.4

```
! RIJCOSX wB97M-V def2-TZVPD def2/J DEFGRID3
* xyz -1 1
Cl -6.026 -1.735 6.507
Cl 6.328 -1.062 4.598
H 7.016 -1.082 1.787
C -5.072 -0.364 7.135
H 0.651 -0.223 -6.608
H -5.022 -0.484 8.217
C 1.753 -0.584 -4.815
H -0.900 1.807 -0.736
H 0.809 -4.619 -8.778
H 0.480 -2.117 -8.889
Cl 4.693 -1.434 1.632
Br 0.679 -0.271 1.336
C -0.581 2.738 -1.201
H 1.789 -2.865 4.186
Cl -1.545 -2.101 -10.097
H 0.867 -0.438 -4.201
H 0.861 -1.936 -6.240
H -2.545 -0.713 1.068
H -2.500 -3.099 3.094
Cl -5.606 1.305 5.058
Cl 1.623 1.382 -2.057
H -0.264 7.559 -0.654
Cl -1.000 -4.091 -7.385
C -0.168 -4.172 -8.959
Nb -2.623 -0.313 2.870
H 1.246 3.703 -1.846
H 2.332 0.336 -4.802
H -4.346 0.205 2.612
H -4.273 -3.872 2.100
C 0.007 -2.810 -9.579
C 0.740 7.179 -0.468
C -0.364 -0.832 2.899
H -2.212 1.407 2.342
H 1.348 2.891 -0.285
H 0.631 -2.888 -10.468
Br -0.651 -1.999 5.448
H -5.310 -2.968 2.930
C 6.362 -1.924 2.001
C 1.725 -1.823 3.867
C -3.357 -2.430 3.220
C 0.923 2.830 -1.285
C -5.697 0.967 6.798
H 6.613 -2.737 1.320
H -2.632 0.178 4.639
H -5.157 1.764 7.308
C 1.347 -0.963 -6.215
H -6.741 1.010 7.103
C 6.515 -2.393 3.427
C 0.276 -1.449 3.843
Cl 2.742 -1.012 -7.334
N -4.488 -2.905 2.335
H 7.513 -2.805 3.573
C 1.501 7.104 -1.767
Cl 3.217 6.690 -1.520
H -0.736 -4.836 -9.606
H 2.172 -1.762 2.885
H 5.786 -3.161 3.672
Cl -1.341 2.847 -2.817
H 1.476 8.073 -2.264
H 1.229 7.838 0.245
Cl 0.559 5.581 0.294
H -0.971 3.564 -0.613
H -4.065 -0.441 6.730
Cl 2.723 -1.857 -4.029
H 1.070 6.364 -2.438
H 2.246 -1.211 4.603
H -3.650 -2.541 4.273
*
```

=====

# C16H36B2Br2N3O5P2S2

An isolated ion of composition C16H36B2Br2N3O5P2S2 and charge -1 at a distorted geometry (ωB97M-V/def2-TZVPD, the OMol25 dataset).

Calculated values
Kohn-Sham gap (eV): 4.91
HOMO energy (eV): -3.4

```
! RIJCOSX wB97M-V def2-TZVPD def2/J DEFGRID3
* xyz -1 1
H -3.877 -2.631 2.121
C -0.119 3.212 1.101
N -3.868 0.522 -0.634
H 3.074 -1.833 2.622
H -1.097 1.307 -3.200
C -0.255 1.667 1.752
H 2.654 0.068 2.289
H -5.765 -0.258 0.348
H 4.484 3.370 -2.554
H 6.412 0.830 0.291
H 0.053 -0.790 2.938
B -0.660 0.495 -1.331
H -4.430 -2.021 -1.365
Br 1.650 -2.650 -0.063
O 5.789 1.092 -1.802
C 0.705 -1.030 0.638
Br -2.220 -2.540 -3.150
H -0.517 3.271 0.005
C 2.312 -0.953 2.771
P -1.132 -0.764 0.003
P -0.611 -2.186 -1.609
B -3.034 -0.741 -0.464
S 2.466 5.115 -1.380
C -1.402 0.767 1.140
H -4.121 0.576 -2.895
C 0.778 -1.402 2.271
H -0.443 -4.658 -0.215
C 4.521 1.083 -2.575
H 0.836 1.335 1.885
H 5.427 3.350 0.000
H -5.216 1.700 -1.852
H -3.777 -4.397 1.437
H -0.427 -4.947 1.649
H 1.397 -0.137 0.420
H -4.372 0.177 1.550
C 4.696 2.428 0.134
H 2.239 -0.741 3.941
C -1.770 -3.187 1.141
O -3.941 -1.900 -0.515
C -3.170 -3.558 2.031
H -0.767 3.972 1.748
N -1.522 -1.945 1.214
O -1.545 0.710 -2.537
H -1.888 -5.513 0.606
O 0.545 -1.406 -2.741
H 1.129 -2.172 -3.082
H 4.449 2.316 1.295
H 4.711 1.059 -3.744
H -5.577 -0.148 -1.909
H 0.718 -2.571 2.462
H 3.840 0.154 -2.292
H 1.383 0.801 -1.545
O 0.546 1.361 -1.415
C -1.113 -4.611 0.730
H 2.720 2.545 -2.796
S 1.673 3.846 1.288
C -4.676 0.635 -1.868
C -4.875 0.488 0.531
N 3.443 2.534 -0.721
C 5.457 1.028 -0.365
H -1.925 1.597 0.448
C 3.755 2.510 -2.207
C 2.596 3.737 -0.334
H 4.713 0.112 -0.223
H -0.611 1.923 2.870
H -2.229 0.450 1.920
H -2.835 -4.004 3.081
H -5.383 1.549 0.712
*
```